The following is a DFT calculation (ωB97M-V with the def2-TZVPD basis set) of C6H10Cl4CrNO3 as an isolated structure in a non-equilibrium geometry.

Element x y z (Å)
Cr 3.230 -2.248 -3.093
Cl 1.227 -1.282 -1.876
C 0.687 -4.888 -0.225
C -0.561 -5.525 -0.710
N -1.534 -6.084 -0.981
H 0.994 -4.096 -0.908
H 1.549 -5.545 -0.110
H 0.475 -4.407 0.730
C -1.049 1.789 -1.843
O -1.249 2.838 -0.957
C -0.281 3.368 -0.232
O 0.879 3.016 -0.100
O -0.805 4.419 0.462
C -0.037 5.150 1.437
H -1.991 1.360 -2.185
H -0.445 1.021 -1.359
H -0.468 2.252 -2.640
H -0.436 6.147 1.625
H 1.037 5.101 1.255
H -0.227 4.557 2.331
C -0.178 -1.381 1.797
Cl 0.922 -1.798 3.075
Cl -0.448 0.326 1.808
Cl -1.676 -2.371 1.772
H 0.384 -1.720 0.927

Atoms 1-3, force components in eV/Å:
-2.3 1.2 1.4
2.3 -1.1 -1.4
-0.4 0.4 -0.2

## Properties
2S+1: 5
Orbital gap (alpha / beta): 3.41 / 4.98 eV
E_tot: -3399.92516 Ha
Energy relative to the best compared isomer or geometry (same formula, charge and spin): 80.0 kcal/mol
LUMO (alpha / beta): -0.3417 / -0.2840 Eh
Charge: +1
HOMO (alpha / beta): -12.71 / -12.71 eV

***

The following is a DFT calculation (ωB97M-V with the def2-TZVPD basis set) of ClRb as an isolated structure.

Element x y z (Å)
Rb 2.733 -15.277 -20.932
Cl 7.055 -12.850 -21.560

Atomic forces in eV per Å
0.6 0.3 -0.1
-0.6 -0.3 0.1

## Properties
Orbital gap: 4.39 eV
E_tot: -484.24244 Ha
Energy relative to the best compared isomer or geometry (same formula, charge and spin): 41.3 kcal/mol
LUMO: -0.0713 Eh
Charge: 0
HOMO: -6.33 eV

***

The following is a DFT calculation (ωB97M-V with the def2-TZVPD basis set) of a 2-piece molecular cluster, C16H28Br2F7N3O6P overall.

Element x y z (Å)
C -3.577 -1.764 1.963
C -2.646 -0.859 1.208
Br -1.024 -0.539 2.106
C -2.939 -0.310 0.027
Br -4.680 -0.737 -0.650
C -2.173 0.695 -0.829
C -2.662 2.172 -0.655
F -3.871 2.306 -1.244
F -1.812 2.952 -1.357
C -2.737 2.843 0.758
F -2.919 4.132 0.507
F -1.543 2.670 1.336
C -3.858 2.401 1.776
F -3.348 1.586 2.684
F -4.353 3.455 2.380
F -4.847 1.764 1.145
C -0.633 0.641 -0.809
N -0.221 -0.733 -0.998
O 1.098 -0.993 -0.583
C 2.062 0.077 -0.780
C 3.453 -0.524 -0.585
N 4.053 -0.058 0.655
C 3.420 -0.625 1.836
C 4.111 -0.142 3.101
C 3.394 -0.606 4.372
O 5.452 -0.647 3.031
C -0.506 -1.322 -2.311
C -0.406 -2.841 -2.167
P 0.524 -0.628 -3.677
O 0.248 0.813 -3.758
O 2.045 -1.021 -3.452
O 0.044 -1.398 -4.992
C -1.946 -0.940 -2.770
N -2.452 0.393 -2.299
H -3.115 -2.114 2.884
H -3.843 -2.629 1.347
H -4.506 -1.235 2.203
H -0.282 1.295 -1.617
H -0.238 1.038 0.119
H 1.939 0.529 -1.767
H 1.910 0.849 -0.016
H 4.091 -0.221 -1.419
H 3.356 -1.625 -0.616
H 5.031 -0.330 0.681
H 2.363 -0.324 1.867
H 3.440 -1.732 1.833
H 4.139 0.955 3.060
H 3.148 0.231 5.029
H 2.464 -1.139 4.143
H 4.042 -1.296 4.918
H 6.075 0.031 3.319
H -0.469 -3.363 -3.128
H -1.217 -3.205 -1.530
H 0.540 -3.094 -1.679
H 2.212 -1.899 -3.079
H 0.481 -2.239 -5.186
H -1.970 -0.863 -3.859
H -2.672 -1.701 -2.479
H -3.460 0.444 -2.475
H -1.989 1.117 -2.867
O 1.621 3.339 1.892
H 0.827 2.802 1.959
H 1.329 4.166 1.492

Atoms 1-3, force components in eV/Å:
0.0 -0.1 0.0
0.1 0.0 0.0
0.1 -0.1 0.1

## Properties
Orbital gap: 8.50 eV
E_tot: -7430.40864 Ha
LUMO: -0.0988 Eh
Charge: +1
HOMO: -11.19 eV

***

The following is a DFT calculation (ωB97M-V with the def2-TZVPD basis set) of a 10-piece molecular cluster, C25H67F6NO26PS8 overall in a non-equilibrium geometry.

Element x y z (Å)
P -0.036 0.576 -0.122
F -1.563 0.923 0.227
F 0.426 1.211 1.363
F -0.053 -0.921 0.618
F 1.531 0.257 -0.406
F -0.492 -0.119 -1.526
F 0.140 1.948 -0.915
C -2.618 -0.425 2.883
N -1.760 -0.525 4.100
O -1.541 0.557 4.670
O -1.457 -1.646 4.513
H -3.650 -0.189 3.143
H -2.636 -1.349 2.305
H -2.404 0.454 2.274
O 2.576 2.545 4.655
S 3.326 3.708 4.227
O 4.420 4.166 5.071
O 3.844 3.463 2.684
C 2.922 2.994 1.684
C 3.112 3.820 0.425
C 2.158 5.103 4.062
H 1.902 3.026 2.065
H 3.232 1.963 1.515
H 4.103 3.709 -0.015
H 2.882 4.877 0.561
H 2.407 3.524 -0.352
H 1.467 4.943 3.235
H 2.720 5.985 3.756
H 1.708 5.279 5.039
O 3.941 -5.179 -0.465
S 2.813 -4.614 -1.251
O 2.476 -5.153 -2.516
O 1.439 -4.512 -0.320
C 1.596 -4.009 1.043
C 0.247 -4.201 1.818
C 3.144 -2.768 -1.407
H 1.975 -2.991 0.946
H 2.306 -4.702 1.494
H 0.019 -5.257 1.960
H -0.554 -3.752 1.230
H 0.267 -3.811 2.836
H 3.323 -2.338 -0.422
H 2.237 -2.408 -1.892
H 4.056 -2.731 -2.003
O -1.902 4.211 -2.381
S -3.034 3.442 -2.905
O -4.408 3.961 -2.736
O -2.702 3.137 -4.549
C -1.388 2.608 -4.883
C -0.315 3.691 -5.258
C -2.936 1.704 -2.257
H -1.523 1.988 -5.769
H -0.983 1.998 -4.076
H -0.629 4.243 -6.144
H 0.608 3.204 -5.572
H -0.232 4.386 -4.422
H -3.348 1.003 -2.982
H -3.529 1.732 -1.343
H -1.903 1.464 -2.005
O 4.840 -1.651 4.564
S 3.891 -2.076 3.562
O 4.341 -3.074 2.585
O 2.575 -2.727 4.389
C 2.006 -2.122 5.574
C 2.912 -2.141 6.844
C 3.014 -0.607 2.760
H 1.101 -2.712 5.721
H 1.691 -1.113 5.308
H 3.336 -3.087 7.181
H 2.276 -1.691 7.606
H 3.677 -1.366 6.787
H 2.820 0.082 3.582
H 2.099 -0.898 2.244
H 3.693 -0.225 1.997
O -2.001 -1.104 -3.798
S -1.961 -2.568 -3.595
O -3.190 -3.354 -3.660
O -0.711 -3.255 -4.390
C -0.925 -4.540 -4.945
C 0.379 -4.805 -5.621
C -1.201 -2.948 -1.964
H -1.716 -4.431 -5.688
H -1.176 -5.248 -4.156
H 0.565 -5.850 -5.869
H 1.173 -4.485 -4.945
H 0.408 -4.118 -6.468
H -1.662 -2.343 -1.183
H -0.127 -2.767 -1.921
H -1.591 -3.946 -1.765
O 4.649 -0.229 -1.828
S 4.465 0.991 -2.613
O 4.583 2.342 -1.992
O 5.462 0.952 -3.924
C 5.554 -0.319 -4.543
C 6.464 -0.111 -5.721
C 2.773 0.739 -3.363
H 4.684 -0.817 -4.973
H 5.958 -1.024 -3.816
H 6.147 0.679 -6.402
H 6.572 -1.051 -6.262
H 7.436 0.224 -5.358
H 2.614 1.498 -4.129
H 1.894 0.897 -2.738
H 2.624 -0.294 -3.679
O -1.602 5.341 3.210
S -2.113 4.319 2.330
O -2.248 2.936 2.752
O -3.560 4.874 1.803
C -4.296 4.144 0.819
C -5.778 4.123 1.212
C -1.225 4.377 0.702
H -3.820 3.197 0.566
H -4.132 4.654 -0.130
H -6.183 5.133 1.154
H -5.835 3.768 2.241
H -6.274 3.404 0.559
H -0.236 4.509 1.140
H -1.498 5.206 0.050
H -1.379 3.428 0.190
O -3.433 -3.672 0.542
S -4.590 -2.728 0.423
O -5.793 -2.956 -0.377
O -4.979 -2.188 1.985
C -6.155 -2.639 2.728
C -6.505 -1.805 4.067
C -3.951 -1.124 -0.217
H -6.107 -3.676 3.060
H -7.034 -2.667 2.085
H -5.686 -1.682 4.775
H -7.227 -2.396 4.630
H -7.028 -0.885 3.804
H -3.927 -1.263 -1.298
H -2.965 -0.957 0.215
H -4.583 -0.288 0.084

Atoms 1-3, force components in eV/Å:
1.6 -1.7 2.7
0.1 -0.2 -0.1
-0.6 0.0 -1.8

## Properties
2S+1: 2
Orbital gap (alpha / beta): 1.29 / 5.80 eV
E_tot: -7129.74635 Ha
LUMO (alpha / beta): 0.1106 / 0.1105 Eh
Charge: -2
HOMO (alpha / beta): 1.72 / -2.80 eV